1.
DFT (wB97M-V/def2-TZVPD) results for C5H7NOS in the gas phase in a non-equilibrium geometry.

Calculated values
* energy above the lowest of the compared OMol25 structures with the same formula, charge and spin: 501.96 kJ/mol
* E_HOMO: -8.57 eV
* frontier orbital gap: 8.4 eV
* E_tot: -19666.400 eV

Structure (XYZ):
```
15
C5H7NOS, DFT wB97M-V/def2-TZVPD
C 1.49374 -0.11216 0.07159
C 0.42032 0.64546 0.83345
C -0.37833 1.40599 -0.21986
C -0.84440 -0.70815 -0.97880
C 0.35486 -1.08076 0.10265
H 0.69742 1.31601 1.69780
H 0.27816 1.59219 -1.20870
H -0.81288 2.25432 0.38116
H -0.17647 -0.62728 -2.04798
H -1.46449 -1.59069 -1.02177
H 0.25227 -2.15835 0.18899
H -1.17763 -0.77210 1.69136
N -0.23580 -0.60897 1.27048
O -1.46499 0.38603 -0.49425
S 3.05820 0.05846 -0.26612
```

---

2.
DFT (wB97M-V/def2-TZVPD) results for C3H3N3 in the gas phase in a non-equilibrium geometry.

Calculated values
* SMILES string: CN(C#N)C#N
* energy above the lowest of the compared OMol25 structures with the same formula, charge and spin: 188.86 kJ/mol
* E_HOMO: -10.46 eV
* frontier orbital gap: 10.9 eV
* E_tot: -7627.592 eV

Structure (XYZ):
```
9
C3H3N3, DFT wB97M-V/def2-TZVPD
C -0.77136 -0.20397 1.35547
C 0.32040 -1.49576 -0.40664
C 0.21010 0.91162 -0.53972
N -1.31415 -0.00418 2.32988
N 0.78717 -2.40281 -0.94317
N -0.16354 -0.39557 0.23840
H 0.68448 1.59953 0.22386
H 0.99973 0.61833 -1.32137
H -0.75284 1.37282 -0.93671
```

---

3.
DFT (wB97M-V/def2-TZVPD) results for a molecular structure, C38H53BrMgNPS3Si in a non-equilibrium geometry.

Calculated values
* energy above the lowest of the compared OMol25 structures with the same formula, charge and spin: 0.00 kJ/mol
* E_HOMO: -0.23 eV
* frontier orbital gap: 4.1 eV
* total charge: -2
* E_tot: -166921.308 eV

Structure (XYZ):
```
99
C38H53BrMgNPS3Si, DFT wB97M-V/def2-TZVPD
Mg 10.94902 11.70252 13.19733
C 13.86513 13.05019 16.54538
C 12.82092 12.86020 15.52764
S 13.24374 12.03619 14.09830
C 11.58307 13.50019 15.77404
C 11.52872 14.45184 16.89813
S 10.15734 13.30053 14.83400
H 14.74812 12.47366 16.24728
H 13.51569 12.65457 17.49860
H 14.14107 14.10407 16.68010
H 11.56491 13.99490 17.88938
H 10.62500 15.02966 16.75829
H 12.41373 15.08227 16.78479
C 9.86277 10.63256 17.46368
C 9.04854 9.48130 16.95344
C 7.86850 9.23450 17.66330
C 6.96940 8.26506 17.29931
C 7.30942 7.45361 16.17254
C 8.49856 7.66085 15.46520
C 9.37960 8.69729 15.85396
P 10.96413 9.08509 15.02568
C 12.37743 8.25112 15.86714
C 13.57522 8.54818 15.19179
C 14.78831 8.27808 15.77717
C 14.86659 7.67961 17.02865
C 13.70148 7.35674 17.71025
C 12.45125 7.53042 17.09630
C 11.23304 6.97543 17.82672
C 10.86840 7.99456 13.60532
C 11.08318 6.62025 13.64246
C 11.02545 5.88234 12.45186
C 10.78207 6.54218 11.22682
C 10.48690 7.89012 11.20746
C 10.40341 8.62894 12.43102
C 9.74749 9.90428 12.53887
H 9.55814 10.88704 18.48194
H 9.80295 11.49140 16.79362
H 10.94371 10.37228 17.48459
H 7.66535 9.88773 18.52406
H 6.04622 8.10872 17.88553
H 6.66353 6.65084 15.80309
H 8.72134 7.04046 14.60685
H 13.52424 9.05427 14.23115
H 15.71896 8.39914 15.24203
H 15.83088 7.47846 17.48012
H 13.73842 6.96458 18.71500
H 10.73482 7.71308 18.44270
H 11.54063 6.15201 18.48847
H 10.51219 6.58238 17.10232
H 11.31264 6.10811 14.58078
H 11.14129 4.78483 12.51477
H 10.76713 5.97514 10.28731
H 10.25540 8.35381 10.25007
H 8.98129 9.97234 13.35684
H 9.47656 10.44870 11.62034
C 14.93002 7.97796 7.70327
C 15.88651 8.43615 8.80914
C 17.33641 8.33152 8.34757
C 15.77731 7.39678 9.95658
Si 15.48190 10.16537 9.44999
Br 13.71744 9.75454 10.91487
C 14.67715 11.33693 8.18498
C 15.56752 11.47994 6.91779
C 14.49196 12.76086 8.77491
C 13.27891 10.85950 7.75778
C 16.79918 11.01052 10.57077
C 17.20882 9.97459 11.65986
C 18.08692 11.48238 9.79124
C 16.20619 12.18961 11.41246
H 15.17738 6.95816 7.46676
H 15.01665 8.53912 6.77361
H 13.86609 7.96183 7.97383
H 17.43031 7.37417 7.85160
H 18.03916 8.35433 9.19182
H 17.60899 9.10955 7.62281
H 16.13591 6.41850 9.55427
H 14.74026 7.24294 10.27715
H 16.37361 7.62625 10.85068
H 16.56718 11.83598 7.15993
H 15.12894 12.18766 6.21866
H 15.68599 10.55542 6.33552
H 15.45884 13.29061 8.83461
H 14.03291 12.78772 9.75392
H 13.81030 13.29761 8.08549
H 13.25004 9.85677 7.33812
H 12.89734 11.55389 6.97797
H 12.59040 10.98273 8.61840
H 17.67075 9.05430 11.22550
H 16.38864 9.70000 12.29394
H 17.95400 10.49810 12.27264
H 18.60009 10.68687 9.25018
H 18.76353 11.91808 10.52160
H 17.88648 12.30012 9.05327
H 15.23718 11.93001 11.86584
H 16.03620 13.07396 10.76806
H 16.86376 12.50046 12.23126
S 10.95597 13.81906 8.88871
C 10.89421 13.18283 10.40357
N 10.92510 12.67084 11.49758
```

---

4.
DFT (wB97M-V/def2-TZVPD) results for C3H9N3O in the gas phase.

Calculated values
* SMILES string: NCCNC(N)=O
* energy above the lowest of the compared OMol25 structures with the same formula, charge and spin: 8.07 kJ/mol
* E_HOMO: -9.14 eV
* frontier orbital gap: 10.0 eV
* E_tot: -9775.456 eV

Structure (XYZ):
```
16
C3H9N3O, DFT wB97M-V/def2-TZVPD
C -0.11526 0.88487 -1.12928
N -0.92790 0.08663 -0.24166
C -0.79522 -0.12298 1.11069
N 0.03201 0.73709 1.77396
O -1.38660 -1.02827 1.66807
C 1.33894 0.40486 -1.21814
N 1.45303 -0.99103 -1.60478
H -0.55880 0.82717 -2.12552
H -0.13337 1.94140 -0.82699
H -1.62676 -0.52314 -0.63404
H 0.23604 0.54510 2.73593
H 0.52191 1.48001 1.30615
H 1.81347 0.55571 -0.23938
H 1.90755 1.03790 -1.90319
H 1.84859 -1.11891 -2.52578
H 0.60260 -1.52125 -1.50179
```

---

5.
DFT (wB97M-V/def2-TZVPD) results for 3 unconnected molecules or ions with the total composition C13H25NO9S3 in a non-equilibrium geometry.

Calculated values
* SMILES string: CC(=O)N(C)[C@H]1COS(=O)(=O)O1.O=S1(=O)CCCC1.O=S1(=O)CCCC1
* E_HOMO: -9.21 eV
* frontier orbital gap: 9.5 eV
* E_tot: -66302.850 eV

Structure (XYZ):
```
51
C13H25NO9S3, DFT wB97M-V/def2-TZVPD
C 1.35798 2.65173 2.48849
C 0.14454 1.72517 3.08449
O -0.25697 1.99595 4.35609
N -0.54387 0.57315 2.38763
C 0.36813 -0.17991 1.44514
C -1.85369 0.97004 1.74211
C -3.03144 1.12391 2.89742
O -3.23114 2.56780 3.21629
S -2.69687 3.53942 1.90514
O -3.73138 4.43694 1.18397
O -1.47278 4.46082 2.18181
O -1.95267 2.25051 1.01006
H 2.29272 2.51037 3.21650
H 1.67606 2.38007 1.38137
H 1.08614 3.81033 2.56966
H 0.88514 0.47580 0.62323
H -0.28820 -1.02559 0.91645
H 1.20872 -0.77014 2.03277
H -2.21659 -0.00266 1.18048
H -3.96741 0.49566 2.58115
H -2.75423 0.61371 3.93809
C 1.79817 3.81621 -3.07337
C 3.02341 3.10313 -3.64335
C 3.31009 1.89812 -2.74901
S 1.74153 1.41532 -2.04317
O 1.79215 1.63684 -0.61331
O 1.32911 0.15038 -2.61789
C 0.78186 2.72182 -2.78325
H 1.40026 4.55970 -3.77016
H 2.06960 4.33256 -2.14485
H 2.80561 2.76235 -4.66285
H 3.89018 3.76916 -3.69823
H 3.72401 1.06299 -3.31975
H 3.98456 2.15971 -1.92906
H -0.00760 3.03889 -2.09973
H 0.34598 2.33380 -3.70871
C -1.78950 -5.66940 0.23751
C -1.04935 -5.84852 -1.08714
C -0.47199 -4.48895 -1.47740
S -0.19802 -3.60514 0.05082
O -1.08627 -2.46244 0.08768
O 1.22744 -3.48727 0.28458
C -0.85371 -4.86484 1.12731
H -2.04816 -6.63050 0.69140
H -2.71905 -5.11256 0.06926
H -0.23482 -6.57102 -0.95499
H -1.70858 -6.23687 -1.86976
H 0.47568 -4.59278 -2.01187
H -1.17866 -3.91222 -2.08045
H -1.35975 -4.40384 1.97724
H -0.01634 -5.47768 1.47414
```

---

6.
DFT (wB97M-V/def2-TZVPD) results for a molecular structure, C9H13F6N3O6PTc in a non-equilibrium geometry.

Calculated values
* E_HOMO (alpha / beta): -23.77 / -23.65 eV
* frontier orbital gap (alpha / beta): 3.6 / 4.6 eV
* total charge: +4
* E_tot: -54047.127 eV
* multiplicity: 3

Structure (XYZ):
```
39
C9H13F6N3O6PTc, DFT wB97M-V/def2-TZVPD
Tc 0.36358 0.42539 -0.59295
O -3.67425 2.05384 0.37958
C -2.44245 1.52312 0.16319
O -1.71328 1.83350 -0.79529
C -2.06352 0.45688 1.15519
C -2.84043 0.15150 2.29035
C -2.25277 -0.66845 3.26990
C -0.86412 -0.99121 3.12259
C -0.12444 -0.64851 2.00722
N -0.75626 0.04814 0.97657
C 1.28903 -0.86314 1.69748
O 2.00365 -1.24472 2.72739
O 1.74446 -0.64707 0.50033
H -3.77404 2.92226 -0.04062
H -3.85731 0.51598 2.31777
H -2.82428 -1.12922 4.12909
H -0.40468 -1.56407 3.90503
H 2.81696 -0.63470 2.71058
C -0.85160 -3.23304 -2.99594
N -1.42747 -2.02722 -3.49047
C -1.18603 -0.86968 -2.85807
N -1.76459 0.26086 -3.31411
O -0.30412 -0.78619 -1.93444
H -1.47680 -3.80411 -2.35062
H 0.08894 -3.02428 -2.43842
H -0.54534 -3.85150 -3.82371
H -2.34486 -2.06257 -3.91673
H -2.54878 0.12570 -3.98254
H -1.93343 0.97307 -2.58245
F 1.26327 1.99332 0.32352
P 4.33931 1.95390 1.57892
F 5.16342 2.76662 0.52607
F 3.38135 3.07876 1.90972
F 5.47651 1.98801 2.63137
F 4.10951 0.86379 0.50071
F 3.33302 0.86376 2.56025
O 1.86776 1.00140 -2.02599
H 2.39410 0.50791 -2.66484
H 2.33997 1.74197 -1.57564
```

---

Copy entry 1 word for word.
DFT (wB97M-V/def2-TZVPD) results for C5H7NOS in the gas phase in a non-equilibrium geometry.

Calculated values
* energy above the lowest of the compared OMol25 structures with the same formula, charge and spin: 501.96 kJ/mol
* E_HOMO: -8.57 eV
* frontier orbital gap: 8.4 eV
* E_tot: -19666.400 eV

Structure (XYZ):
```
15
C5H7NOS, DFT wB97M-V/def2-TZVPD
C 1.49374 -0.11216 0.07159
C 0.42032 0.64546 0.83345
C -0.37833 1.40599 -0.21986
C -0.84440 -0.70815 -0.97880
C 0.35486 -1.08076 0.10265
H 0.69742 1.31601 1.69780
H 0.27816 1.59219 -1.20870
H -0.81288 2.25432 0.38116
H -0.17647 -0.62728 -2.04798
H -1.46449 -1.59069 -1.02177
H 0.25227 -2.15835 0.18899
H -1.17763 -0.77210 1.69136
N -0.23580 -0.60897 1.27048
O -1.46499 0.38603 -0.49425
S 3.05820 0.05846 -0.26612
```

---

Q: What is the formula in the fifth record?
A: C13H25NO9S3